Entry 1:
Below is the molecule C4H9ClOS in a non-equilibrium geometry, with properties calculated with wB97M-V/def2-TZVPD.

Structure (XYZ):
```
16
Properties=species:S:1:pos:R:3:forces:R:3:mulliken_charge:R:1
C 1.02963 -1.51636 -0.43927 -0.321 0.283 0.517 -0.58
C 0.13223 -1.41016 0.81052 -0.712 1.258 -1.186 -0.68
C -0.85215 -0.21862 0.79824 -0.540 -0.308 1.050 -0.04
C -0.30050 1.20563 0.91819 -0.281 0.558 0.954 -0.72
H 2.90877 -1.26296 -0.78683 1.262 -0.442 -1.338 0.28
H 0.69662 -0.86794 -1.23883 -0.807 -0.123 -0.247 0.41
H 1.03339 -2.54864 -0.79108 0.345 -0.044 0.014 0.40
H -0.49756 -2.27053 0.97353 0.043 -0.527 -0.208 0.35
H 0.71026 -1.26990 1.70642 0.632 -0.054 0.326 0.36
H -1.44098 -0.36642 1.74739 0.106 0.230 -1.133 0.35
H -1.12746 1.88504 0.75902 -0.560 0.003 0.146 0.34
H -0.01844 1.43958 2.01519 0.135 -0.652 -1.776 0.35
H 1.86766 1.06094 -0.12817 -0.443 0.393 -0.124 0.14
O 2.31936 -1.00975 -0.11473 -0.614 -0.095 1.718 -0.55
S 0.79501 1.87637 -0.35288 0.758 -0.568 0.336 -0.22
Cl -2.08603 -0.35917 -0.60111 0.995 0.089 0.949 -0.20
```
Positions in Å, forces in eV/Å.

## Properties
**Energy above the lowest of the compared OMol25 structures with the same formula, charge and spin**: 3.6 kcal/mol
**Gap between HOMO and LUMO**: 9.77 eV
**E**: -29698.5793 eV
**Structure (SMILES)**: OCC[C@H](Cl)CS
**HOMO energy**: -9.05 eV
**Molecular weight**: 140.63 g mol⁻¹
**Multiplicity**: 1


Entry 2:
Below is a structure of composition C43H44BrN9O2PbS3, with properties calculated with wB97M-V/def2-TZVPD.

Structure (XYZ):
```
103
Properties=species:S:1:pos:R:3:forces:R:3:mulliken_charge:R:1
Pb 1.49352 0.55612 -0.14767 0.046 0.330 -0.074 1.05
Br -4.33669 2.09458 -4.90439 -0.011 -0.052 0.003 -0.18
C -3.95659 3.55439 -3.75635 -0.003 0.009 0.020 0.04
C -2.68644 4.11001 -3.76210 0.008 0.007 -0.005 -0.55
C -2.40177 5.16225 -2.90922 0.015 0.028 -0.010 -0.08
C -3.38530 5.65720 -2.05564 0.043 -0.024 -0.003 0.17
C -4.66646 5.12532 -2.10523 -0.016 -0.002 0.037 -0.27
C -4.95490 4.05726 -2.94135 -0.015 0.009 0.012 -0.50
N -3.18660 6.81326 -1.22858 0.074 0.015 -0.020 -0.51
N -2.17115 6.97344 -0.52803 -0.115 -0.078 0.095 -0.51
C -1.19241 5.95787 -0.33550 0.031 -0.003 -0.064 -0.10
C 0.11596 6.37110 -0.43712 0.049 0.011 -0.036 -0.33
C 1.17990 5.47195 -0.42710 -0.014 0.062 -0.009 -0.90
C 0.97975 4.09633 -0.27011 0.114 -0.107 0.006 -0.17
O 1.92814 3.23772 -0.29591 0.253 -0.140 -0.134 -0.54
C -0.38883 3.66400 -0.02549 -0.089 -0.055 -0.029 -0.21
N -0.59248 2.34071 0.22071 -0.058 -0.016 0.005 0.19
C -1.80005 1.92548 0.51822 0.058 -0.008 0.064 -0.52
C -2.90237 2.78822 0.63075 -0.001 -0.052 0.022 -1.11
C -2.72750 4.11254 0.35844 -0.019 0.013 -0.020 -0.61
C -1.45674 4.59175 -0.03097 -0.046 0.007 0.062 1.04
H -1.92507 3.72109 -4.42442 -0.006 -0.005 0.017 0.44
H -1.41030 5.59526 -2.90080 -0.002 -0.018 -0.005 0.44
H -5.43519 5.55331 -1.47334 0.003 -0.003 -0.015 0.45
H -5.94925 3.63240 -2.96983 0.016 0.000 0.005 0.44
H 0.29668 7.42987 -0.58668 0.016 -0.016 -0.001 0.41
H 2.19642 5.82476 -0.55280 -0.021 0.001 0.003 0.44
H -1.91809 0.86432 0.70848 0.000 0.023 -0.002 0.87
H -3.86376 2.39951 0.94035 0.010 0.000 -0.003 0.47
H -3.55236 4.80432 0.46259 0.002 0.009 -0.022 0.61
C -6.25518 -1.89475 -1.41322 0.068 -0.007 0.029 -1.08
C -5.11278 -1.43445 -2.31392 -0.017 0.017 0.013 -0.39
C -4.12021 -0.52107 -1.60330 -0.020 -0.047 -0.001 -0.84
N -3.34582 -1.25632 -0.61155 -0.021 0.103 -0.019 -0.11
C -2.02504 -1.44657 -0.61749 -0.065 0.196 -0.025 0.55
S -0.97578 -0.68211 -1.68881 -0.176 -0.129 -0.016 -0.40
N -1.52750 -2.26058 0.37164 -0.161 -0.125 -0.065 0.87
C -2.16804 -3.23794 1.12583 0.033 0.025 0.028 0.11
O -1.71069 -3.59277 2.18703 -0.014 0.011 -0.008 -0.59
C -3.36987 -3.90519 0.53526 0.004 -0.146 0.030 -0.37
C -4.45085 -4.19788 1.35788 -0.007 -0.046 0.040 -0.09
C -5.53932 -4.88862 0.84618 -0.017 -0.035 -0.015 -0.71
C -5.53474 -5.30811 -0.47750 0.016 -0.008 0.027 -0.40
C -4.44598 -5.02995 -1.29466 0.008 0.006 0.015 -0.68
C -3.36685 -4.31940 -0.79312 -0.029 -0.050 -0.033 0.29
H -6.92478 -2.57429 -1.94133 0.000 0.013 0.005 0.34
H -6.84477 -1.04266 -1.06741 0.009 -0.003 0.003 0.37
H -5.89000 -2.43392 -0.53288 -0.034 0.032 -0.066 0.18
H -5.51054 -0.89072 -3.17264 -0.024 0.011 -0.013 0.36
H -4.57269 -2.30138 -2.70417 0.006 0.044 -0.036 0.22
H -4.64895 0.28866 -1.09074 0.010 0.017 -0.034 0.24
H -3.42174 -0.07170 -2.30204 0.058 0.009 -0.023 0.52
H -3.88150 -1.76504 0.07634 0.011 0.096 -0.030 0.28
H -0.53354 -2.14296 0.57424 0.349 0.026 0.082 -0.58
H -4.42314 -3.89375 2.39691 0.012 -0.002 -0.015 0.45
H -6.38607 -5.10865 1.48337 0.006 0.000 -0.011 0.40
H -6.38025 -5.85597 -0.87335 0.004 0.004 0.002 0.41
H -4.43853 -5.36523 -2.32385 -0.001 -0.002 0.009 0.43
H -2.51525 -4.09566 -1.42636 -0.019 0.000 0.011 0.45
C 4.10538 3.05371 2.33697 0.008 -0.031 0.065 -0.70
N 4.02642 1.75430 2.99163 0.045 0.057 -0.011 0.47
C 5.06325 1.10011 3.63493 -0.031 0.072 -0.018 -0.14
C 4.57059 -0.05790 4.11672 -0.044 -0.014 0.003 -0.87
N 3.23814 -0.08898 3.76155 0.044 -0.026 -0.004 0.22
C 2.89894 1.02320 3.07704 0.011 -0.118 0.035 -0.29
S 1.34823 1.44376 2.52185 0.010 0.088 -0.033 -0.28
H 5.14614 3.24507 2.08395 0.006 -0.009 -0.014 0.36
H 3.73560 3.83173 3.00408 0.010 0.000 0.012 0.30
H 3.49159 3.04482 1.43869 -0.049 0.003 -0.019 0.11
H 6.05731 1.50869 3.67146 -0.014 -0.007 -0.010 0.49
H 5.05018 -0.85746 4.65088 -0.012 0.013 -0.024 0.42
H 2.58116 -0.83723 3.90866 -0.031 -0.029 -0.012 0.30
C 0.87357 -5.00943 -0.07754 -0.043 0.016 0.040 -1.79
C 2.12995 -4.25568 0.38092 -0.031 0.060 0.014 2.67
C 3.20041 -4.34797 -0.71691 -0.066 -0.029 -0.007 -1.56
C 2.65260 -4.87877 1.68133 -0.006 -0.046 -0.022 -1.44
C 1.78201 -2.83799 0.61173 -0.013 -0.032 -0.008 0.39
C 1.46122 -1.66863 0.76912 0.179 -0.035 0.087 -2.07
H 1.12326 -6.05013 -0.29889 -0.007 0.015 0.001 0.51
H 0.46024 -4.55081 -0.97805 0.002 -0.004 -0.006 0.35
H 0.11243 -4.99729 0.70460 -0.009 0.007 -0.008 0.28
H 3.37402 -5.39518 -0.97842 0.015 0.019 0.020 0.43
H 4.14362 -3.91662 -0.38625 0.061 0.078 0.039 0.25
H 2.87876 -3.81430 -1.61239 -0.013 -0.034 0.007 0.38
H 2.85217 -5.94384 1.53617 0.012 0.023 0.001 0.40
H 1.91967 -4.76708 2.48125 -0.008 -0.017 -0.014 0.38
H 3.57994 -4.39563 1.99302 0.018 0.024 0.011 0.16
N 4.48377 2.78253 -1.36743 -0.377 0.052 0.213 -0.36
C 5.08232 1.78321 -0.69290 -0.049 -0.186 0.078 0.32
N 4.46979 0.79305 -0.10167 0.228 0.076 -0.020 0.28
C 5.40156 -0.08762 0.45799 -0.033 0.114 -0.084 -1.40
C 5.10036 -1.26971 1.12556 0.005 -0.042 -0.056 0.61
C 6.13458 -2.04006 1.63329 -0.077 -0.012 -0.004 -1.02
C 7.46657 -1.65653 1.48797 0.003 0.007 0.015 -0.58
C 7.78524 -0.49087 0.81088 0.014 0.008 -0.029 -0.59
C 6.74748 0.27517 0.30177 -0.043 -0.001 0.045 1.00
S 6.84274 1.76243 -0.59398 -0.016 0.033 -0.042 -0.37
H 3.50720 3.02414 -1.10580 0.171 -0.042 -0.050 0.26
H 5.06780 3.54178 -1.67241 -0.042 0.018 -0.002 0.26
H 4.06727 -1.57644 1.21871 -0.094 -0.033 0.030 0.46
H 5.90308 -2.96461 2.14851 -0.012 0.000 -0.003 0.40
H 8.25684 -2.27418 1.89468 -0.011 0.002 -0.016 0.42
H 8.81692 -0.19411 0.66947 -0.021 0.006 0.021 0.41
```
Positions in Å, forces in eV/Å.

## Properties
**Energy above the lowest of the compared OMol25 structures with the same formula, charge and spin**: 0.0 kcal/mol
**Gap between HOMO and LUMO**: 6.90 eV
**E**: -170607.6093 eV
**HOMO energy**: -6.75 eV
**Molecular weight**: 1102.19 g mol⁻¹
**Multiplicity**: 1